(1)
{"formula": "C30H52ClFN2O6PS3", "method": "ωB97M-V with the def2-TZVPD basis set", "e_tot_ev": -104243.4121, "homo_ev": -11.772, "total_charge": 1, "relative_energy_kj_mol": 0.00, "species": ["C", "C", "C", "C", "C", "C", "C", "C", "C", "C", "C", "C", "C", "O", "C", "C", "O", "C", "C", "C", "S", "C", "F", "N", "P", "S", "C", "S", "C", "Cl", "C", "C", "C", "O", "O", "H", "H", "H", "H", "H", "H", "H", "H", "H", "H", "H", "H", "H", "H", "H", "H", "H", "H", "H", "H", "H", "H", "H", "H", "H", "H", "H", "H", "H", "H", "H", "H", "H", "H", "H", "H", "H", "H", "H", "H", "H", "H", "H", "H", "H", "H", "H", "C", "C", "C", "C", "C", "C", "N", "O", "O", "H", "H", "H", "H", "H"], "positions_angstrom": [[1.34929, 8.08753, 2.61067], [0.09341, 8.54458, 3.34454], [-0.99379, 7.45730, 3.41124], [-1.48670, 7.11012, 4.82503], [-1.86079, 5.63421, 4.98247], [-0.64930, 4.72053, 5.26008], [-0.45392, 3.60380, 4.23074], [-1.34680, 2.36864, 4.46378], [-2.23206, 2.01197, 3.27329], [-1.43257, 1.54355, 2.05301], [-2.25048, 0.73079, 1.03450], [-1.52737, -0.50979, 0.48647], [-0.73528, -0.37984, -0.82844], [-1.51762, -0.16287, -1.97244], [-2.92647, -0.35677, -1.98902], [-3.39541, -0.59243, -3.44248], [-2.30303, -0.69089, -4.31300], [-2.60979, -0.37916, -5.66519], [-1.30745, -0.22887, -6.41624], [0.20324, 0.86674, -0.74724], [-0.64163, 2.36006, -1.37800], [1.52007, 0.79284, -1.49527], [1.36065, 0.74148, -2.85202], [2.34530, -0.43444, -1.09509], [3.63140, -0.83178, -2.39578], [4.94427, 0.52838, -2.46497], [1.56765, -1.59877, -0.49800], [1.81778, -1.62941, 1.30207], [0.13167, -1.70620, -1.04703], [0.37413, -1.99970, -2.81078], [-0.45783, -3.00779, -0.47084], [-1.65428, -3.59925, -1.22469], [-1.29032, -4.91527, -1.87771], [-0.17034, -5.23696, -2.16230], [-2.37160, -5.65889, -2.12778], [1.11242, 7.79039, 1.58585], [2.10399, 8.87240, 2.56442], [1.79737, 7.22534, 3.11234], [0.36879, 8.85127, 4.35692], [-0.30120, 9.43669, 2.85372], [-1.85225, 7.76310, 2.80965], [-0.60688, 6.54479, 2.94134], [-2.34446, 7.73225, 5.08791], [-0.70154, 7.35704, 5.54598], [-2.60950, 5.52770, 5.76928], [-2.34869, 5.30129, 4.05878], [0.26031, 5.32499, 5.29997], [-0.75766, 4.26940, 6.25003], [-0.67294, 4.01401, 3.23747], [0.59859, 3.31009, 4.21778], [-0.72663, 1.49826, 4.70293], [-1.98398, 2.53912, 5.33518], [-2.80975, 2.89934, 2.99422], [-2.95001, 1.23674, 3.55418], [-1.01068, 2.42469, 1.56099], [-0.57413, 0.95309, 2.40486], [-3.16839, 0.38484, 1.51314], [-2.56356, 1.38082, 0.22030], [-2.23428, -1.32928, 0.37497], [-0.82149, -0.84294, 1.25107], [-3.41536, 0.52896, -1.57697], [-3.21259, -1.20733, -1.36808], [-4.05113, 0.23141, -3.74601], [-3.99257, -1.51323, -3.47901], [-3.19455, 0.54865, -5.69633], [-3.22837, -1.17390, -6.10037], [-0.81581, 0.71378, -6.17797], [-0.63581, -1.04297, -6.14054], [-1.47465, -0.27434, -7.49129], [0.45926, 1.05427, 0.29808], [-0.14445, 3.16275, -0.42615], [2.14304, 1.65573, -1.25840], [2.96783, -0.11337, -0.34464], [3.94998, -2.07439, -1.83034], [2.80114, -1.10637, -3.47680], [2.08520, -2.50166, -0.82171], [1.30530, -0.41516, 1.54931], [0.34122, -3.75148, -0.49555], [-0.70630, -2.85762, 0.57527], [-1.98111, -2.94965, -2.04052], [-2.51452, -3.75647, -0.57576], [-2.08629, -6.46060, -2.59540], [2.28523, -8.53684, -1.26826], [3.38781, -9.27215, -0.85220], [4.67134, -8.80487, -1.09370], [4.81374, -7.60015, -1.75592], [3.73244, -6.85962, -2.19415], [2.45546, -7.33431, -1.94383], [6.17232, -7.07003, -1.99543], [7.11160, -7.73562, -1.61543], [6.26189, -5.96648, -2.50340], [1.28795, -8.90572, -1.06649], [3.25220, -10.21141, -0.33352], [5.54572, -9.35303, -0.77627], [3.89863, -5.93109, -2.71916], [1.59674, -6.76457, -2.26991]], "mulliken_charge": [-1.234, -0.438, -0.155, -0.986, -0.705, -1.038, -0.295, -1.017, -0.705, 0.535, -1.856, -1.038, 1.136, -0.022, -0.290, -0.987, -0.092, -0.384, -1.127, -0.089, -0.106, -1.131, -0.360, -0.071, 0.380, -0.265, -2.030, -0.071, 1.661, -0.007, -1.516, -0.242, 0.251, -0.541, -0.458, 0.293, 0.395, 0.289, 0.295, 0.327, 0.383, -0.031, 0.382, 0.449, 0.404, 0.270, 0.487, 0.495, -0.005, 0.420, 0.357, 0.551, 0.228, 0.485, -0.297, 0.018, 0.383, 0.498, 0.597, 0.640, 0.291, 0.265, 0.529, 0.310, 0.384, 0.283, 0.275, 0.203, 0.407, 0.388, 0.178, 0.814, 0.692, 0.122, 0.112, 0.622, 0.140, 0.927, 0.411, -0.271, 0.475, 0.391, -0.558, -0.343, -0.520, 0.248, -0.675, -0.176, 1.014, -0.590, -0.618, 0.393, 0.380, 0.469, 0.509, 0.495]}


(2)
{"formula": "C30H52F6N5O2PPtSb", "method": "ωB97M-V with the def2-TZVPD basis set", "e_tot_ev": -78865.0166, "multiplicity": 2, "homo_ev": [-14.510, -14.596], "s2": 0.839, "total_charge": 2, "relative_energy_kj_mol": 239.58, "species": ["Pt", "O", "C", "C", "C", "C", "C", "C", "N", "H", "H", "H", "H", "H", "H", "H", "O", "P", "C", "C", "C", "C", "C", "C", "C", "C", "C", "C", "C", "C", "C", "C", "C", "C", "C", "C", "H", "H", "H", "H", "H", "H", "H", "H", "H", "H", "H", "H", "H", "H", "H", "H", "H", "H", "H", "H", "H", "H", "H", "H", "H", "H", "H", "H", "H", "H", "H", "H", "H", "F", "Sb", "F", "F", "F", "F", "F", "C", "N", "C", "N", "C", "N", "C", "N", "C", "C", "H", "H", "H", "H", "H", "H", "H", "H", "H", "H", "H", "H"], "positions_angstrom": [[-0.60410, 0.00930, -0.55080], [1.05890, -0.55840, -2.16950], [2.17000, -1.02050, -1.40740], [1.69530, -1.94000, -0.31980], [2.33120, -3.15120, -0.06560], [1.90560, -3.93030, 0.99590], [0.84980, -3.48250, 1.77670], [0.24550, -2.28160, 1.44430], [0.65550, -1.54700, 0.41840], [1.35030, 0.24420, -2.63840], [2.69060, -0.17830, -0.92680], [2.86930, -1.52880, -2.07850], [3.15060, -3.46440, -0.69220], [2.38820, -4.87160, 1.20940], [0.50940, -4.04540, 2.62950], [-0.58640, -1.90150, 2.02120], [-2.12340, -1.69390, -0.70590], [-3.20880, -2.03270, -1.70000], [-4.80570, -2.07950, -0.70770], [-5.98220, -2.88910, -1.26030], [-6.96060, -3.26210, -0.13330], [-7.04770, -2.14870, 0.90270], [-5.70250, -1.95810, 1.61340], [-4.54500, -2.46810, 0.74630], [-2.84700, -3.68520, -2.50780], [-1.44190, -3.67250, -3.11430], [-0.87660, -5.09050, -3.22170], [-0.68250, -5.73350, -1.84780], [-1.66010, -5.14490, -0.82530], [-2.98950, -4.82690, -1.49630], [-3.46280, -0.56120, -2.84510], [-4.38340, -0.86940, -4.02710], [-3.64130, -1.41700, -5.23950], [-2.51440, -0.47640, -5.64950], [-1.51690, -0.28970, -4.50700], [-2.23230, 0.24370, -3.27180], [-5.09200, -1.01910, -0.69810], [-5.64370, -3.80290, -1.74920], [-6.51600, -2.29770, -2.00530], [-6.64700, -4.18280, 0.36240], [-7.94230, -3.45300, -0.56420], [-7.82270, -2.38870, 1.62950], [-7.35320, -1.22510, 0.40440], [-5.69820, -2.50500, 2.55610], [-5.56090, -0.90240, 1.85070], [-4.48750, -3.55230, 0.83870], [-3.59440, -2.06220, 1.09330], [-3.60320, -3.80160, -3.28890], [-0.77410, -3.07280, -2.48790], [-1.46590, -3.23480, -4.11150], [0.07370, -5.05280, -3.75190], [-1.56100, -5.68870, -3.82580], [0.34440, -5.60190, -1.50130], [-0.85440, -6.80910, -1.93000], [-1.25020, -4.22600, -0.39460], [-1.81370, -5.85440, -0.01100], [-3.73970, -4.59650, -0.74130], [-3.33620, -5.71960, -2.02310], [-4.01790, 0.08800, -2.14990], [-4.88190, 0.05550, -4.32310], [-5.15630, -1.57210, -3.71100], [-4.34830, -1.51890, -6.06310], [-3.24180, -2.40740, -5.02110], [-2.93310, 0.49370, -5.91910], [-1.99860, -0.86830, -6.52470], [-0.75140, 0.42450, -4.81570], [-1.01740, -1.22930, -4.27400], [-2.57540, 1.25760, -3.50150], [-1.51050, 0.33360, -2.41540], [1.06180, 1.59230, -0.23260], [2.25780, 3.18020, -0.96160], [1.93560, 3.74130, 0.82720], [3.27240, 4.62230, -1.51080], [3.64520, 1.96280, -0.53050], [2.03850, 2.11230, -2.58340], [0.53120, 3.90780, -1.41530], [-2.14290, 2.61650, -0.19280], [-2.84760, 3.65650, 0.51100], [-2.02840, 4.19290, 1.58930], [-1.77420, 3.10160, 2.51280], [-1.03000, 2.05670, 1.86010], [-1.82230, 1.49330, 0.73040], [-3.09800, 1.00050, 1.29790], [-3.81960, 2.05530, 1.96730], [-4.10020, 3.14410, 1.03600], [-3.01480, 2.59070, 3.06290], [-1.21870, 3.02230, -0.60880], [-2.78290, 2.24640, -1.00030], [-2.55380, 5.00240, 2.09660], [-1.08290, 4.57180, 1.19530], [-0.81210, 1.26150, 2.57840], [-0.09240, 2.47280, 1.48860], [-2.89010, 0.19780, 2.01130], [-3.71630, 0.60060, 0.48900], [-4.63960, 3.93570, 1.55760], [-4.72770, 2.78210, 0.21680], [-2.80210, 1.79990, 3.78680], [-3.56780, 3.39150, 3.55710]], "mulliken_spin": [0.830, 0.068, 0.019, 0.000, 0.013, -0.007, 0.011, -0.015, 0.173, -0.005, -0.004, 0.002, 0.001, 0.001, 0.002, 0.010, 0.092, 0.008, 0.000, 0.000, 0.000, 0.000, 0.000, 0.001, 0.000, -0.002, 0.000, 0.000, 0.000, 0.001, -0.007, 0.001, 0.000, 0.004, -0.002, -0.056, 0.000, 0.000, 0.000, 0.000, 0.000, 0.000, 0.000, 0.000, 0.000, 0.001, -0.003, 0.001, -0.001, -0.001, 0.000, 0.000, 0.000, 0.000, -0.003, 0.000, 0.000, 0.000, 0.005, 0.000, 0.000, 0.000, 0.000, 0.000, 0.000, -0.001, 0.002, 0.001, 0.065, 0.013, 0.000, 0.000, 0.000, 0.000, 0.000, 0.001, -0.013, -0.013, 0.001, -0.036, 0.008, -0.156, -0.006, -0.018, -0.001, 0.002, -0.012, 0.016, -0.002, 0.000, 0.000, 0.001, 0.011, 0.006, -0.002, 0.000, 0.000, -0.002]}